# 1
16
Properties=species:S:1:pos:R:3:forces:R:3:lowdin_charge:R:1 method="wB97M-V/def2-TZVPD" total_energy_ha=-529.24400 homo_lumo_gap_ha=0.38614 lumo_energy_ev=0.71 de_lowest_ev=3.4491 max_force_ev_per_a=3.91 homo_energy_ha=-0.3599
C -0.173433 0.447730 -1.194888 0.0 -0.2 1.8 -0.508
C 1.712556 3.897385 -0.898222 0.7 0.5 0.1 0.003
C -0.841753 -1.040687 0.814903 2.2 1.5 1.3 -0.524
C -2.216173 -1.471035 0.781415 -3.2 -2.1 -1.0 -0.023
C 1.971630 0.118761 0.025429 -0.2 -1.9 -3.2 -0.047
N -0.652443 0.165459 0.097503 0.8 0.4 -0.4 0.187
N 0.760670 0.804173 -0.265048 -1.9 -0.1 0.3 0.055
O -0.502761 0.432031 -2.314257 -0.1 -0.1 -1.3 0.182
O 0.814775 3.253577 -1.066356 -0.6 0.1 -0.3 0.015
O 0.024117 -1.485021 1.546144 -0.6 0.0 -0.7 0.083
H -2.203772 -2.587187 1.075287 -0.4 1.9 -0.2 0.120
H -2.557474 -1.412216 -0.303698 0.2 -0.1 1.3 0.106
H -3.001400 -0.864145 1.382565 1.8 -1.0 -0.8 0.128
H 2.756236 0.785695 0.031479 1.7 1.6 -0.3 0.063
H 1.919353 -0.298436 0.937502 -0.3 -1.2 3.3 0.037
H 2.189872 -0.746085 -0.649758 -0.1 0.7 0.1 0.122

# 2
114
Properties=species:S:1:pos:R:3:forces:R:3:lowdin_charge:R:1 method="wB97M-V/def2-TZVPD" total_energy_ha=-3429.22294 homo_lumo_gap_ha=0.31536 lumo_energy_ev=0.03 de_lowest_ev=0.2445 max_force_ev_per_a=0.74 homo_energy_ha=-0.3144
Y 0.070645 0.493616 0.514455 -0.5 0.5 -0.3 1.560
C -2.320762 1.549802 1.165084 0.0 -0.2 0.0 -0.086
C -1.430386 2.589043 1.525645 0.0 0.0 0.1 -0.159
C -0.579366 2.060338 2.560364 0.1 -0.2 0.2 -0.198
C -1.033033 0.730211 2.820607 0.1 -0.1 -0.1 -0.120
C -2.103470 0.408600 1.957387 0.1 0.0 0.0 -0.290
C -2.962952 -0.842232 1.949580 -0.1 0.0 0.0 -0.558
C -4.216588 -0.567359 2.792287 0.0 0.0 0.0 -0.035
C -2.211608 -2.027234 2.545726 0.0 0.0 0.0 -0.055
C -3.387028 -1.198931 0.521004 0.0 0.0 0.0 -0.035
C 0.497464 2.668705 3.474343 0.0 0.0 0.0 -0.519
C -0.168078 3.159065 4.770153 0.0 0.0 0.0 -0.031
C 1.324686 3.797838 2.852108 0.0 0.0 0.0 -0.044
C 1.518216 1.588046 3.865297 0.0 0.0 0.0 -0.062
C -1.676247 4.022770 1.028097 0.1 0.0 -0.1 -0.516
C -2.926004 4.064227 0.134531 0.0 0.0 0.0 -0.062
C -0.539608 4.600052 0.173300 0.1 0.0 0.0 -0.034
C -1.979731 4.938540 2.223699 0.0 0.0 0.0 -0.040
H -3.078829 1.617329 0.403054 0.0 0.0 0.0 0.110
H -0.597760 0.060569 3.548153 -0.1 0.0 0.1 0.102
H -3.941791 -0.313229 3.817751 0.0 0.0 0.0 0.090
H -4.864889 -1.446638 2.814430 0.0 0.0 0.0 0.085
H -4.783435 0.267553 2.377467 0.0 0.0 0.0 0.088
H -1.854147 -1.823161 3.556006 0.0 0.0 0.0 0.086
H -1.350432 -2.291447 1.925329 0.0 0.0 0.0 0.049
H -2.860980 -2.904728 2.588569 0.0 0.0 0.0 0.097
H -3.953042 -0.394926 0.050650 0.0 0.0 0.0 0.088
H -4.015566 -2.091980 0.528514 0.0 0.0 0.0 0.091
H -2.525469 -1.406841 -0.121774 0.0 0.0 0.0 0.070
H -0.909359 3.933611 4.581962 0.0 0.0 0.0 0.068
H 0.585056 3.564927 5.450411 0.0 0.0 0.0 0.088
H -0.672735 2.330626 5.270992 0.0 0.0 0.0 0.090
H 0.745378 4.689135 2.633813 0.0 0.0 0.0 0.062
H 1.810646 3.459947 1.935455 0.0 0.0 0.0 0.061
H 2.109980 4.089756 3.553263 0.0 0.0 0.0 0.093
H 1.072625 0.751940 4.402475 0.0 0.0 0.0 0.069
H 2.278647 2.025950 4.515716 0.0 0.0 0.0 0.096
H 2.022698 1.217550 2.970172 0.0 0.0 0.0 0.047
H -2.815857 3.432573 -0.749110 0.0 0.0 0.0 0.085
H -3.075720 5.088613 -0.211281 0.0 0.0 0.0 0.090
H -3.821782 3.756416 0.675687 0.0 0.0 0.0 0.092
H -0.567970 4.150838 -0.819052 0.1 -0.1 -0.1 0.071
H 0.448472 4.438399 0.597022 0.0 0.0 0.0 0.052
H -0.679245 5.676154 0.043999 0.0 0.0 0.0 0.094
H -2.759708 4.500432 2.849820 0.0 0.0 0.0 0.097
H -2.337624 5.904116 1.859428 0.0 0.0 0.0 0.088
H -1.111302 5.125702 2.847956 0.0 0.0 0.0 0.053
C 6.072488 -1.519888 0.933628 0.0 -0.1 0.0 -0.081
C 5.409756 -2.582477 0.340665 0.0 0.0 0.0 -0.060
C 4.043434 -2.748384 0.519935 0.0 0.0 0.0 -0.064
C 3.320703 -1.851481 1.302000 0.0 0.0 0.0 -0.341
C 3.992692 -0.765630 1.867081 0.0 0.0 0.0 -0.115
C 5.358850 -0.607916 1.696711 -0.1 0.0 0.0 -0.075
P 1.513467 -1.985587 1.558121 -0.1 0.0 -0.1 1.091
C 0.984631 -3.334409 0.457699 0.0 0.0 0.0 -0.383
C 0.197745 -3.026496 -0.648552 0.0 0.1 0.0 -0.095
C -0.217765 -4.016856 -1.527935 0.0 0.0 0.0 -0.053
C 0.152112 -5.332424 -1.301225 0.0 0.0 0.0 -0.066
C 0.937131 -5.656300 -0.200006 0.0 0.0 0.0 -0.067
C 1.352302 -4.665196 0.672535 0.0 0.0 0.0 -0.114
C 1.336856 -2.673804 3.248520 0.1 0.1 0.0 -0.342
C 2.043290 -2.084047 4.297855 0.0 0.0 0.0 -0.095
C 1.865143 -2.515252 5.602878 0.0 0.0 0.0 -0.073
C 0.975779 -3.543327 5.881290 0.0 0.0 0.0 -0.079
C 0.268583 -4.135275 4.846665 0.0 0.0 0.0 -0.071
C 0.444732 -3.703173 3.539840 0.0 0.0 0.0 -0.117
H 7.133732 -1.385314 0.775950 0.0 0.0 0.0 0.109
H 5.954646 -3.282710 -0.278835 0.0 0.0 0.0 0.109
H 3.544606 -3.570374 0.026634 0.0 0.0 0.0 0.096
H 3.447532 -0.020298 2.430447 0.0 0.0 0.0 0.073
H 5.859881 0.240723 2.146033 0.0 0.0 0.0 0.111
H -0.091555 -2.002305 -0.864622 0.0 0.0 0.0 0.070
H -0.821856 -3.752206 -2.385441 0.0 0.0 0.0 0.116
H -0.168444 -6.108638 -1.983672 0.0 0.0 0.0 0.108
H 1.226363 -6.684098 -0.023397 0.0 0.0 0.0 0.108
H 1.960446 -4.924364 1.531030 0.0 0.0 0.0 0.116
H 2.746248 -1.285867 4.102186 0.0 0.0 0.0 0.087
H 2.424835 -2.047022 6.402105 0.0 0.0 0.0 0.107
H 0.836477 -3.882368 6.899399 0.0 0.0 0.0 0.105
H -0.426666 -4.938661 5.053310 0.0 0.0 0.0 0.108
H -0.122466 -4.174524 2.748749 0.0 0.0 0.0 0.098
O -1.350129 0.028997 -5.888734 0.0 0.0 0.0 -0.293
S -1.785676 1.035713 -4.965778 0.0 0.0 -0.1 0.632
O -2.970433 1.785137 -5.263741 0.0 0.0 0.0 -0.291
N -1.865924 0.413555 -3.450962 -0.1 0.1 0.1 0.003
C -1.006798 0.981666 -2.661643 -0.1 -0.3 0.0 -0.474
O -0.884603 0.682979 -1.425888 0.2 0.2 0.3 -0.162
C -0.112570 2.001424 -3.300384 0.1 -0.1 0.0 -0.123
C 0.956911 2.692595 -2.762782 -0.1 0.1 0.0 -0.031
C 1.671024 3.553178 -3.589422 0.0 0.0 0.0 -0.063
C 1.321572 3.705375 -4.928063 0.0 0.0 0.0 -0.058
C 0.257136 2.994849 -5.472688 0.0 0.0 0.0 -0.020
C -0.435547 2.147954 -4.633979 0.0 0.0 0.0 -0.203
H 1.227315 2.579587 -1.720399 -0.1 0.1 0.0 0.083
H 2.504645 4.117319 -3.188985 0.0 0.0 0.0 0.104
H 1.888910 4.382191 -5.553306 0.0 0.0 0.0 0.109
H -0.013484 3.093702 -6.515167 0.0 0.0 0.0 0.125
F 4.360159 5.498469 0.641223 0.0 0.0 0.0 0.096
C 4.863616 4.308733 0.298127 0.0 0.0 0.0 -0.182
C 4.116544 3.398042 -0.326358 0.0 0.0 0.0 0.044
N 4.609312 2.158989 -0.686595 0.0 0.0 0.0 0.029
C 3.757178 1.187577 -1.352354 0.0 0.0 0.0 -0.008
C 2.509069 0.819588 -0.580500 0.1 0.0 0.2 -0.640
O 1.834198 -0.155481 -0.972439 0.1 0.0 0.0 -0.069
O 2.124842 1.539666 0.404799 0.0 0.0 -0.1 -0.128
C 5.941249 1.833434 -0.493706 0.0 0.0 0.0 -0.469
O 6.442439 0.798594 -0.874536 0.0 0.1 -0.1 0.079
N 6.666445 2.791971 0.187768 0.0 0.0 0.0 0.221
C 6.257748 4.049996 0.633245 0.0 0.0 0.0 -0.397
O 7.010168 4.796117 1.210112 0.0 0.0 0.0 0.113
H 3.082258 3.595802 -0.561321 0.0 0.0 0.0 0.134
H 4.342962 0.287392 -1.522699 0.0 0.0 0.0 0.142
H 3.428584 1.560646 -2.327571 0.0 0.0 0.0 0.139
H 7.640502 2.566849 0.333793 0.0 0.0 0.0 0.170

# 3
52
Properties=species:S:1:pos:R:3:forces:R:3:lowdin_charge:R:1 method="wB97M-V/def2-TZVPD" total_energy_ha=-1222.47039 homo_lumo_gap_ha=0.36909 lumo_energy_ev=-2.31 total_charge=+1 de_lowest_ev=2.5865 max_force_ev_per_a=3.46 homo_energy_ha=-0.4540
O 1.435707 -3.671347 -0.691239 -0.4 -0.1 -0.1 0.047
C 1.901572 -3.319599 0.363259 1.3 -0.5 0.7 -0.240
C 1.508527 -2.153630 1.168282 -2.1 1.7 0.9 -0.136
C 0.151919 -1.405528 0.786823 1.0 -0.2 -2.2 -0.119
C 0.414221 -0.370471 -0.376755 1.4 0.3 0.3 -0.109
N 1.038753 0.462797 -3.180537 0.0 0.2 1.0 0.171
C 0.864051 -0.837102 -2.840578 0.9 2.3 0.4 -0.123
N 0.778192 -1.167223 -1.589069 -1.0 -0.9 -0.1 0.044
H 2.788674 -3.849759 0.801239 -0.5 -0.1 -0.3 0.139
H 1.278624 -2.364255 2.218717 0.4 -1.1 -0.1 0.125
H 2.373223 -1.480894 1.343151 -0.3 -0.1 -0.7 0.117
H -0.118742 -0.782554 1.657788 -0.3 -0.8 -0.6 0.101
H -0.628385 -2.199485 0.384892 2.0 2.2 1.7 0.108
H -0.440798 0.309295 -0.586425 0.5 -0.7 0.1 0.107
H 1.324807 0.260901 -0.107118 -1.2 -0.6 -0.2 0.145
H 1.161604 1.156835 -2.422075 -0.2 -0.8 -0.5 0.125
H 1.330357 0.843586 -4.071436 -0.3 -0.8 -0.1 0.125
H 0.847562 -1.604727 -3.611327 0.1 0.2 0.2 0.162
H 0.600037 -2.171742 -1.446157 0.3 0.3 -0.1 0.079
H -1.793514 -3.117021 -0.419804 -0.4 -0.2 0.2 0.014
H -2.866072 -3.850592 0.420546 0.1 0.2 0.2 0.089
O -2.195965 -3.153263 0.482048 -0.6 -0.7 -0.5 -0.087
H 2.391229 0.129571 3.258521 0.2 -0.3 0.4 0.029
H 3.763535 0.389602 2.545132 -0.3 0.2 0.0 0.049
O 2.854249 0.705378 2.652629 -0.2 0.1 -0.1 -0.069
H -0.713570 4.840420 -0.852825 0.3 0.5 0.1 0.061
H -0.991103 3.407946 -1.164034 0.7 0.4 0.2 0.021
O -0.240413 4.071555 -1.173912 -1.1 -0.8 -0.5 -0.078
H 2.726701 4.132330 -0.853661 0.0 -0.1 0.1 0.050
H 1.255038 3.637383 -0.662924 1.4 0.3 0.9 0.015
O 2.195669 3.579932 -0.267331 -1.6 0.3 -1.0 -0.109
H 4.737712 2.499881 0.658026 0.0 0.2 0.0 0.033
H 3.185214 2.448548 0.719880 0.8 -0.3 -0.4 0.003
O 3.994118 1.899698 0.597033 -0.1 -0.2 0.2 -0.104
H -3.137037 2.913602 -0.401478 -0.1 -0.2 0.4 0.061
H -2.009305 1.859697 0.103631 -0.6 0.2 0.5 -0.016
O -2.298485 2.496664 -0.595920 0.3 0.0 -1.2 -0.074
H -1.144093 1.090200 2.027214 0.5 0.3 -0.4 0.007
H -2.220220 0.108362 1.632451 0.0 0.7 -0.7 0.033
O -1.696116 0.890432 1.258484 -0.9 -1.2 1.0 -0.109
H -4.154802 -0.610462 -2.176291 0.3 -0.1 0.0 0.078
H -2.814041 0.168738 -2.184548 -0.3 -0.6 0.1 0.066
O -3.194885 -0.734001 -2.193521 0.0 0.8 0.0 -0.042
H -2.645524 -1.813604 1.446696 -1.0 -1.2 0.7 0.016
H -3.493075 -1.313517 2.908311 -0.2 -1.0 -0.5 0.077
O -2.874799 -1.221376 2.186560 1.0 1.8 0.1 -0.042
H -0.857789 2.583052 3.021616 0.2 0.6 0.5 0.061
H 0.688166 2.378912 3.318723 -0.1 0.2 0.1 0.066
O -0.041338 2.178475 2.725856 0.2 -0.3 -0.2 -0.032
H -1.538756 -3.428298 -2.662637 0.1 0.0 0.2 0.094
H -2.133764 -2.109247 -2.118079 0.6 -0.1 0.0 0.038
O -1.346869 -2.714095 -2.037827 -1.1 -0.2 -0.5 -0.065

# 4
19
Properties=species:S:1:pos:R:3:forces:R:3:lowdin_charge:R:1 method="wB97M-V/def2-TZVPD" total_energy_ha=-418.94485 homo_lumo_gap_ha=0.23044 lumo_energy_ev=3.76 total_charge=-1 de_lowest_ev=3.9780 smiles=NC[C@H](CO)NC[O-] max_force_ev_per_a=3.38 homo_energy_ha=-0.0921
N 1.688419 -0.932767 1.749187 0.0 1.3 0.7 -0.043
C 0.956778 -0.763760 0.455297 2.4 -0.4 -0.1 -0.258
C -0.138814 0.302007 0.402841 -1.2 -1.3 0.2 -0.370
C -1.516480 -0.408914 0.463408 -0.7 1.0 1.9 -0.206
O -2.560564 0.493745 0.979984 0.0 0.1 -0.8 -0.133
N -0.134539 1.136177 -0.779000 -0.9 0.1 -0.1 -0.034
C 0.343578 0.474288 -2.062231 3.0 1.6 0.2 -0.494
O 1.708699 0.410999 -2.132946 -0.2 -0.5 0.3 -0.396
H 1.085221 -0.624747 2.518398 -0.2 -0.5 -0.1 0.036
H 2.408951 -0.202783 1.814001 -0.1 -0.4 -0.4 0.050
H 0.682810 -1.801708 0.229788 -0.7 0.4 -0.4 0.100
H 1.735330 -0.471726 -0.307550 -0.9 -0.3 0.4 0.095
H -0.146008 0.828408 1.379952 0.4 0.4 -0.7 0.133
H -1.857807 -0.642383 -0.547566 0.5 -1.0 0.3 0.108
H -1.576056 -1.138298 1.319546 0.6 -0.3 -1.6 0.123
H -3.085251 0.682729 0.195616 0.0 0.5 0.3 0.055
H 0.391198 1.989880 -0.650620 0.3 -0.2 -0.1 0.085
H -0.102658 -0.523038 -2.149633 -0.8 -0.1 0.0 0.079
H 0.117191 1.191889 -2.878472 -1.4 -0.4 0.1 0.071

# 5
13
Properties=species:S:1:pos:R:3:forces:R:3:lowdin_spin:R:1 method="wB97M-V/def2-TZVPD" total_energy_ha=-1902.26515 s_squared=2.01 homo_lumo_gap_ha="0.13752 / 0.19289" lumo_energy_ev="5.28 / 4.48" spin_multiplicity=3 total_charge=-2 max_force_ev_per_a=1.54 homo_energy_ha="0.0565 / -0.0283"
C -0.075301 -0.824138 -0.710795 0.2 -0.2 0.6 0.119
C 1.106256 0.064355 -0.659952 0.4 0.2 1.5 0.476
O 0.901439 0.656232 1.934531 0.3 -0.4 0.1 0.000
O 2.333413 -1.346235 1.292767 -0.1 -0.5 0.3 0.024
O 3.196125 1.046705 0.863515 0.1 0.3 -0.1 0.002
P 2.070846 0.076118 0.928436 -0.4 -0.2 -0.4 0.020
S -1.316496 -0.553769 -2.004282 0.0 -0.1 -0.2 0.802
S 0.000195 2.262435 -0.736656 -0.5 0.9 -0.1 0.391
Cl 2.167920 0.002774 -1.989034 0.6 -0.3 -1.4 0.081
H 0.278501 -1.851802 -0.855942 -0.2 -0.3 -0.1 0.043
H -0.571850 -0.758957 0.263811 0.1 -0.1 -0.2 0.001
H -0.844133 1.461412 -1.424047 -0.1 0.2 0.0 0.042
H 0.651662 1.482132 1.504584 -0.5 0.4 -0.1 0.001